C41H78N9O7 | ωB97M-V/def2-TZVPD

E = -71450.4891 eV
charge = +7

Atoms and positions in Å:
C -9.699 4.638 13.806
N -9.003 4.216 12.597
C -7.915 4.834 12.065
C -7.332 4.334 10.952
C -7.728 3.160 10.337
C -8.878 2.590 10.849
C -9.444 3.101 11.977
C -7.111 2.586 9.113
C -5.735 2.479 8.960
C -5.106 2.044 7.825
N -5.851 1.609 6.775
C -7.177 1.677 6.853
C -7.835 2.147 8.016
C -5.297 1.091 5.554
H -10.728 4.397 13.714
H -9.585 5.730 13.931
H -9.305 4.206 14.683
H -7.584 5.778 12.497
H -6.474 4.851 10.578
H -9.332 1.660 10.533
H -10.261 2.634 12.390
H -5.129 2.725 9.778
H -4.035 1.883 7.799
H -7.701 1.382 5.994
H -8.905 2.080 8.035
H -4.255 1.289 5.606
H -5.688 1.564 4.652
H -5.540 0.051 5.551
C 6.045 -4.598 11.033
N 5.092 -4.992 9.901
C 4.001 -4.220 9.639
C 3.218 -4.567 8.532
C 3.407 -5.786 7.855
C 4.490 -6.622 8.228
C 5.270 -6.197 9.280
C 2.511 -6.099 6.670
C 2.552 -5.341 5.478
C 1.642 -5.508 4.441
N 0.687 -6.468 4.487
C 0.657 -7.196 5.628
C 1.542 -7.071 6.716
C -0.444 -6.645 3.477
H 6.138 -5.405 11.766
H 5.638 -3.713 11.547
H 7.066 -4.326 10.616
H 3.805 -3.379 10.263
H 2.360 -3.914 8.306
H 4.602 -7.477 7.681
H 6.134 -6.786 9.588
H 3.252 -4.539 5.336
H 1.692 -4.941 3.533
H -0.275 -7.800 5.795
H 1.462 -7.732 7.585
H -0.356 -7.607 2.959
H -0.474 -5.740 2.867
H -1.330 -6.605 4.144
C -1.693 4.864 -4.846
C -3.146 4.983 -5.354
C -4.081 4.723 -4.076
O -3.753 5.838 -3.219
C -3.604 5.451 -1.841
N -3.426 6.463 -5.721
H -4.465 6.569 -5.593
H -2.920 7.079 -5.057
H -3.272 6.641 -6.719
H -1.301 5.777 -4.343
H -0.971 4.594 -5.610
H -1.730 4.071 -4.103
H -3.414 4.287 -6.155
H -3.859 3.705 -3.593
H -5.119 4.638 -4.322
H -3.106 6.299 -1.418
H -3.011 4.526 -1.660
H -4.647 5.302 -1.484
C 5.456 2.206 0.115
C 6.877 2.452 0.313
C 7.358 3.898 0.137
O 7.253 4.293 -1.167
C 8.091 5.423 -1.396
N 7.223 2.036 1.733
H 8.260 2.393 1.896
H 6.643 2.638 2.379
H 7.041 1.042 1.895
H 5.139 1.205 0.165
H 5.037 2.640 -0.828
H 4.863 2.821 0.844
H 7.366 1.708 -0.355
H 8.312 3.913 0.575
H 6.769 4.493 0.834
H 7.806 5.755 -2.408
H 9.141 5.163 -1.350
H 7.904 6.117 -0.620
C -5.523 -3.195 -14.955
C -6.861 -3.041 -14.265
C -6.844 -1.921 -13.183
O -8.187 -1.756 -12.729
C -8.402 -1.868 -11.297
N -8.089 -2.697 -15.106
H -8.684 -2.444 -14.312
H -8.072 -1.923 -15.806
H -8.378 -3.565 -15.537
H -4.744 -3.600 -14.321
H -5.253 -2.146 -15.217
H -5.593 -3.940 -15.802
H -7.204 -3.993 -13.761
H -6.539 -0.965 -13.622
H -6.154 -2.169 -12.299
H -7.805 -1.178 -10.773
H -8.101 -2.896 -10.991
H -9.472 -1.677 -11.144
C 6.783 -0.811 -8.806
N 8.229 -1.100 -8.890
C 8.614 -1.237 -10.329
C 8.965 0.138 -8.319
C 8.546 -2.355 -8.207
C 8.262 -2.594 -6.769
O 9.015 -1.771 -5.898
H 6.476 -0.597 -7.792
H 6.229 -1.654 -9.272
H 6.582 0.121 -9.355
H 9.672 -1.367 -10.341
H 8.253 -0.377 -10.865
H 8.139 -2.149 -10.787
H 8.886 0.928 -9.077
H 10.018 -0.123 -8.061
H 8.447 0.528 -7.465
H 9.596 -2.582 -8.337
H 8.013 -3.170 -8.691
H 8.477 -3.638 -6.533
H 7.156 -2.522 -6.481
H 9.899 -2.194 -6.019
N 3.708 -0.477 4.772
O 4.425 -1.185 4.128
O 3.603 0.646 4.317
O 3.149 -0.949 5.773

Löwdin atomic charge list, values in e, 99 entries:
1 C 0.06
2 N -0.04
3 C 0.05
4 C 0.04
5 C -0.11
6 C 0.05
7 C 0.04
8 C -0.11
9 C 0.05
10 C 0.05
11 N -0.09
12 C 0.04
13 C 0.09
14 C 0.04
15 H 0.11
16 H 0.13
17 H 0.11
18 H 0.17
19 H 0.14
20 H 0.15
21 H 0.14
22 H 0.13
23 H 0.16
24 H 0.14
25 H 0.14
26 H 0.10
27 H 0.13
28 H 0.12
29 C 0.06
30 N -0.06
31 C 0.05
32 C 0.06
33 C -0.10
34 C 0.07
35 C 0.03
36 C -0.12
37 C 0.07
38 C 0.03
39 N -0.07
40 C 0.01
41 C 0.05
42 C 0.07
43 H 0.11
44 H 0.10
45 H 0.14
46 H 0.14
47 H 0.15
48 H 0.11
49 H 0.16
50 H 0.14
51 H 0.15
52 H 0.17
53 H 0.15
54 H 0.12
55 H 0.10
56 H 0.11
57 C -0.04
58 C -0.24
59 C -0.17
60 O -0.23
61 C -0.06
62 N 0.22
63 H 0.19
64 H 0.17
65 H 0.18
66 H 0.10
67 H 0.08
68 H 0.08
69 H 0.15
70 H 0.15
71 H 0.11
72 H 0.09
73 H 0.10
74 H 0.11
75 C -0.06
76 C -0.35
77 C -0.25
78 O -0.14
79 C -0.05
80 N 0.21
81 H 0.23
82 H 0.19
83 H 0.18
84 H 0.08
85 H 0.12
86 H 0.12
87 H 0.17
88 H 0.11
89 H 0.15
90 H 0.11
91 H 0.10
92 H 0.08
93 C -0.03
94 C -0.32
95 C -0.17
96 O -0.24
97 C -0.03
98 N 0.23
99 H 0.13